DFT (ωB97M-V with the def2-TZVPD basis set) results for a molecular structure, C38H47N5Pd.

HOMO (alpha / beta): -13.13 / -13.13 eV
Gap between HOMO and LUMO (alpha / beta): 4.21 / 4.20 eV
Energy above the lowest of the compared OMol25 structures with the same formula, charge and spin: 14.8 kcal/mol
Net charge: +2

Each line ends with the Mulliken charge.
Geometry (Å):
Pd1 -0.157 -0.173 0.072  1.89
C1 5.104 -2.040 2.836  -1.06
C2 3.923 -3.016 2.743  -1.16
C3 2.985 -2.665 1.634  0.49
C4 2.879 -3.204 0.401  0.67
C5 3.667 -4.316 -0.212  -1.25
C6 4.830 -3.799 -1.069  -0.95
C7 1.839 -2.440 -0.289  0.02
C8 1.422 -2.675 -1.595  -0.44
C9 0.469 -1.953 -2.305  0.00
C10 0.080 -2.239 -3.684  0.43
C11 0.676 -3.309 -4.541  -1.10
C12 2.040 -2.898 -5.117  -0.91
C13 -0.858 -1.323 -4.006  0.56
C14 -1.028 -0.485 -2.820  -0.01
C15 -1.899 0.597 -2.744  -0.30
C16 -2.086 1.437 -1.652  0.08
N1 -1.445 1.309 -0.466  -0.13
C17 -1.930 2.287 0.332  0.09
C18 -1.568 2.474 1.663  -0.47
C19 -0.634 1.736 2.380  -0.10
N2 0.070 0.689 1.883  -0.18
C20 0.879 0.281 2.889  0.24
C21 1.781 -0.774 2.801  -0.63
C22 2.004 -1.579 1.689  0.07
N3 1.342 -1.469 0.514  -0.16
C23 0.695 1.109 4.079  0.49
C24 -0.259 2.008 3.766  0.57
C25 -0.800 3.118 4.610  -1.41
C26 -0.078 4.447 4.339  -1.04
C27 1.412 0.933 5.379  -1.23
C28 0.804 -0.193 6.227  -1.12
C29 -2.909 3.107 -0.386  0.54
C30 -3.012 2.572 -1.621  0.54
C31 -3.835 3.037 -2.779  -1.32
C32 -3.043 3.966 -3.711  -0.97
C33 -3.585 4.311 0.184  -1.25
C34 -2.649 5.527 0.258  -0.95
N4 -0.212 -0.889 -1.817  -0.19
C35 -1.571 -1.128 -5.305  -1.39
C36 -0.912 -0.048 -6.175  -0.96
H1 5.752 -2.307 3.670  0.40
H2 4.766 -1.012 2.984  0.30
H3 5.698 -2.065 1.922  0.28
H4 3.383 -3.035 3.693  0.43
H5 4.301 -4.025 2.583  0.34
H6 3.012 -4.944 -0.820  0.45
H7 4.054 -4.956 0.581  0.40
H8 4.474 -3.179 -1.894  0.23
H9 5.390 -4.633 -1.490  0.39
H10 5.514 -3.197 -0.470  0.26
H11 1.893 -3.496 -2.120  0.43
H12 -0.008 -3.533 -5.358  0.36
H13 0.784 -4.232 -3.966  0.43
H14 1.950 -1.990 -5.714  0.25
H15 2.434 -3.688 -5.755  0.41
H16 2.768 -2.706 -4.326  0.18
H17 -2.487 0.804 -3.629  0.41
H18 -2.052 3.282 2.196  0.47
H19 2.371 -0.978 3.685  0.48
H20 -0.695 2.852 5.661  0.42
H21 -1.871 3.238 4.430  0.50
H22 0.985 4.358 4.560  0.33
H23 -0.493 5.238 4.961  0.40
H24 -0.178 4.746 3.293  0.24
H25 1.373 1.869 5.935  0.43
H26 2.470 0.729 5.198  0.46
H27 -0.242 0.017 6.453  0.33
H28 1.343 -0.291 7.168  0.40
H29 0.848 -1.152 5.708  0.30
H30 -4.716 3.557 -2.405  0.43
H31 -4.203 2.178 -3.345  0.45
H32 -2.683 4.841 -3.168  0.25
H33 -3.673 4.310 -4.530  0.40
H34 -2.176 3.457 -4.136  0.26
H35 -3.971 4.082 1.180  0.45
H36 -4.449 4.559 -0.431  0.30
H37 -1.764 5.318 0.862  0.20
H38 -3.169 6.377 0.698  0.41
H39 -2.310 5.815 -0.738  0.27
H40 -2.615 -0.862 -5.119  0.46
H41 -1.588 -2.072 -5.848  0.38
H42 -0.884 0.916 -5.663  0.24
H43 -1.463 0.077 -7.106  0.40
H44 0.114 -0.324 -6.422  0.25
C37 -4.113 -2.988 1.596  -0.99
C38 -2.996 -2.167 1.140  0.53
N5 -2.117 -1.523 0.781  -0.29
H45 -4.946 -2.901 0.901  0.29
H46 -4.438 -2.659 2.581  0.29
H47 -3.809 -4.032 1.654  0.30